The following is a quantum chemistry calculation of a molecular structure, C27H52Br16N3O3P, from the OMol25 dataset.

Atoms and positions in Å:
C1 -0.7422 -1.0085 6.5027
C2 -1.0960 -1.4164 4.9638
O1 -0.4989 -0.4677 4.0393
C3 -1.4620 0.4022 3.4259
O2 -2.2724 0.9494 4.5265
C4 -2.4853 -0.3080 2.4205
N1 -3.3329 -0.7681 1.6951
C5 -0.7283 1.7124 2.7767
C6 -1.9174 2.8209 2.6727
N2 -2.6999 3.7432 2.5481
C7 -0.2046 1.4928 1.2765
C8 1.1726 0.6703 1.1046
C9 0.9490 -0.9059 0.9636
C10 1.5430 -1.8925 2.0596
C11 2.4730 -1.2951 3.2039
N3 3.9026 -1.0560 2.7631
P1 0.5246 2.4235 4.0119
O3 0.4826 3.9800 3.9856
H1 0.2040 -0.3613 6.5121
H2 -1.6384 -0.3553 6.8523
H3 -0.6841 -1.9527 7.1458
H4 -0.5549 -2.4299 4.7785
H5 -2.2150 -1.6048 4.8211
H6 -3.1752 0.5501 4.5081
H7 -0.0083 2.5473 0.8251
H8 -0.9768 1.0042 0.5671
H9 1.9003 1.0337 1.9053
H10 1.6208 1.0367 0.0948
H11 -0.1988 -1.0902 0.8972
H12 1.3530 -1.2395 -0.0756
H13 2.1370 -2.7402 1.5289
H14 0.6577 -2.4363 2.5818
H15 2.1033 -0.2734 3.6141
H16 2.4373 -2.0069 4.1269
H17 4.4461 -1.0109 3.6497
H18 4.2031 -1.9363 2.3067
H19 1.8482 1.8957 3.9129
H20 0.0443 2.0457 5.3324
Br1 2.7975 1.1009 5.8867
C12 4.3028 1.0857 7.1276
C13 5.5443 1.6615 6.4920
Br2 6.3685 0.3893 5.2664
H21 4.4272 0.0561 7.4644
H22 3.9816 1.7023 7.9693
H23 6.3060 1.8601 7.2482
H24 5.3560 2.5734 5.9244
Br3 0.8282 1.9371 -2.6245
C14 2.6050 1.9611 -3.4425
C15 3.5460 0.9904 -2.7412
Br4 4.1659 1.7201 -1.0411
H25 2.9537 2.9963 -3.4202
H26 2.4450 1.6643 -4.4710
H27 4.4514 0.8373 -3.3319
H28 3.0878 0.0135 -2.5226
Br5 1.5197 -3.0121 -6.5255
C16 0.2108 -1.9317 -5.5673
C17 0.6677 -0.4983 -5.4454
Br6 2.0370 -0.3041 -4.0684
H29 0.0427 -2.4146 -4.6044
H30 -0.7009 -1.9956 -6.1647
H31 -0.1556 0.1413 -5.1176
H32 1.0871 -0.0978 -6.3700
Br7 4.8393 -3.1823 -0.2023
C18 5.4439 -2.7755 -2.0091
C19 4.3699 -3.0817 -3.0215
Br8 4.2312 -4.9972 -3.3553
H33 6.3662 -3.3336 -2.1721
H34 5.6685 -1.7068 -1.9990
H35 4.6192 -2.6433 -3.9898
H36 3.3807 -2.7389 -2.7164
Br9 -8.1569 2.1642 -0.5830
C20 -6.6486 2.1229 0.6518
C21 -5.4047 2.6924 0.0165
Br10 -4.5994 1.4220 -1.2245
H37 -6.5325 1.0891 0.9785
H38 -6.9604 2.7347 1.5006
H39 -4.6373 2.8768 0.7712
H40 -5.5861 3.6111 -0.5420
Br11 2.1297 1.7921 -8.7429
C22 0.8228 2.8725 -7.7813
C23 1.2799 4.3050 -7.6568
Br12 2.6499 4.4927 -6.2827
H41 0.6555 2.3877 -6.8188
H42 -0.0895 2.8111 -8.3776
H43 0.4579 4.9430 -7.3269
H44 1.6981 4.7080 -8.5795
Br13 3.4000 -9.4942 0.5911
C24 2.2800 -9.3323 -0.9962
C25 2.5107 -8.0165 -1.6974
Br14 1.6311 -6.5514 -0.7601
H45 1.2483 -9.4751 -0.6739
H46 2.5745 -10.1657 -1.6370
H47 2.0610 -8.0270 -2.6922
H48 3.5650 -7.7513 -1.7834
Br15 -10.8404 2.5223 -3.2243
C26 -12.1661 3.6006 -2.2861
C27 -11.7149 5.0348 -2.1592
Br16 -10.3674 5.2312 -0.7642
H49 -12.3473 3.1178 -1.3255
H50 -13.0686 3.5346 -2.8968
H51 -12.5435 5.6722 -1.8447
H52 -11.2833 5.4350 -3.0771

Cartesian forces, eV/Å:
C -1.51 0.62 -0.99
C 1.19 -1.80 1.60
O -1.92 0.75 -1.28
C -0.74 0.51 1.38
O -0.30 -1.05 -1.49
C -2.41 -1.24 -2.24
N 4.33 2.28 3.74
C -2.42 -0.48 -1.18
C -1.78 3.32 -0.38
N 4.28 -5.45 0.61
C 0.99 0.58 -1.09
C -0.21 0.70 -0.75
C -0.41 -0.25 -0.73
C -0.01 -0.88 0.57
C -0.29 0.36 0.77
N -0.86 -1.14 0.83
P -1.13 4.71 1.21
O 0.43 -3.68 -0.47
H -1.30 -1.23 0.10
H 1.73 -1.05 -0.28
H 0.11 1.46 -0.90
H -0.95 1.77 -0.01
H 1.59 0.53 -0.01
H 0.98 0.50 -0.06
H -0.42 -1.69 0.96
H 0.81 0.82 1.54
H -0.78 -0.95 -1.09
H -0.82 -0.55 1.91
H 1.92 0.28 0.11
H -0.62 0.66 1.76
H -0.91 1.43 0.86
H 1.52 0.98 -0.82
H 0.30 -1.90 -0.91
H -0.07 0.99 -1.53
H -0.32 0.13 -0.98
H -0.04 0.76 0.29
H -0.98 -0.15 -0.64
H 0.34 -0.47 -1.16
Br 0.63 -0.27 0.68
C -0.16 0.17 0.19
C 0.23 -0.13 0.00
Br -0.05 0.11 0.02
H 0.06 0.16 -0.12
H 0.08 -0.04 -0.11
H -0.15 -0.04 -0.03
H -0.07 -0.17 0.10
Br -0.09 1.18 0.41
C 0.46 2.38 0.50
C 1.05 1.08 0.95
Br 0.04 -0.05 -0.03
H 0.06 -0.10 0.46
H 0.38 1.32 0.26
H -0.17 0.04 -0.04
H 1.01 0.94 1.21
Br -0.01 0.01 0.14
C -0.17 -0.09 -0.38
C -0.01 -0.16 0.23
Br -2.63 -6.48 -3.81
H 0.07 0.16 -0.11
H 0.10 0.04 0.08
H 0.03 -0.08 0.06
H -0.04 -0.19 0.05
Br 0.06 -0.10 -0.09
C -0.03 0.23 0.19
C 0.09 -0.11 -0.25
Br -0.04 0.08 0.01
H -0.20 0.03 -0.03
H -0.06 -0.09 -0.04
H -0.03 -0.02 0.12
H 0.18 -0.07 0.00
Br 0.09 -0.13 0.05
C -0.23 0.13 0.02
C 0.29 -0.09 0.16
Br -0.02 0.09 -0.04
H 0.10 0.16 -0.10
H 0.12 -0.02 -0.11
H -0.11 -0.01 -0.04
H -0.07 -0.18 0.10
Br -0.04 -0.04 0.16
C -0.06 -0.08 -0.32
C -0.07 0.15 0.27
Br 0.00 0.00 -0.13
H 0.05 0.19 -0.09
H 0.10 0.07 0.08
H 0.06 -0.13 -0.04
H -0.07 -0.18 0.12
Br -0.12 0.01 -0.02
C 0.22 -0.20 0.00
C -0.24 0.18 -0.11
Br 0.09 -0.04 0.00
H 0.16 0.13 -0.07
H -0.03 0.14 0.03
H 0.04 -0.06 0.12
H -0.15 -0.10 0.09
Br -0.04 0.01 0.13
C -0.06 -0.11 -0.29
C -0.05 0.18 0.29
Br -0.07 0.05 -0.16
H 0.09 0.16 -0.11
H 0.10 0.07 0.07
H 0.04 -0.13 -0.06
H -0.07 -0.17 0.11

Its net charge is 0. The calculation puts the HOMO energy at -9.27 eV. The HOMO-LUMO gap comes out at 9.48 eV.

***

The following is a quantum chemistry calculation of 3 unconnected molecules or ions with the total composition C27H52Br2N4O4PS, from the OMol25 dataset.

Atoms and positions in Å:
C1 -2.6705 -5.9565 0.9874
C2 -2.0327 -4.9624 0.6678
N1 -1.4322 -3.6473 0.5852
C3 -1.1334 -3.1881 -0.8170
C4 -1.9901 -4.0012 -1.9172
O1 -1.7910 -3.3204 -3.1760
C5 -2.9363 -2.5675 -3.5533
O2 -4.0247 -3.0488 -3.7904
C6 -2.7720 -0.9906 -3.6585
C7 -2.3693 -0.4856 -5.1100
C8 -1.1617 -2.9246 1.6746
N2 -0.5191 -1.6390 1.6136
C9 0.9183 -1.8726 1.9434
P1 1.6728 -0.2593 2.5921
N3 1.0981 1.0735 1.9318
C10 1.1857 -3.1822 2.8246
S1 2.7691 -3.2052 3.7645
C11 4.1162 -2.9049 2.5140
O3 3.0369 -4.5716 4.2855
O4 2.8803 -2.2410 4.8679
C12 -0.1048 -3.6462 3.6892
C13 -0.0743 -3.1992 5.2040
Br1 0.6142 -4.5271 6.5135
C14 -0.4683 -1.9927 5.7372
C15 -0.3579 -1.6540 7.2909
Br2 -1.2120 -0.5864 4.5995
N4 -1.4002 -3.3806 2.9950
H1 -3.0524 -6.9710 1.2988
H2 -0.0389 -3.3590 -1.0393
H3 -1.3940 -2.0981 -0.9914
H4 -3.0888 -4.0559 -1.6655
H5 -1.5596 -5.0473 -2.0570
H6 -1.8937 -0.7257 -2.9734
H7 -3.6705 -0.4261 -3.2748
H8 -2.5865 0.6265 -5.2468
H9 -2.9248 -1.0169 -5.9519
H10 -1.2640 -0.6029 -5.3505
H11 -0.6729 -1.1323 0.7428
H12 1.4442 -2.0692 0.9426
H13 3.0896 -0.3223 2.3145
H14 1.5331 -0.2007 4.0078
H15 0.3605 0.8076 1.2677
H16 1.3061 -4.0262 2.0572
H17 3.7452 -2.3369 1.6054
H18 4.9673 -2.3874 3.0488
H19 4.5346 -3.8888 2.1154
H20 -0.0064 -4.7865 3.7205
H21 0.6932 -1.8308 7.6602
H22 -0.5900 -0.5514 7.4725
H23 -1.1523 -2.2359 7.8449
H24 -2.0884 -4.1268 3.0831
C16 -4.4199 5.5891 -8.3692
C17 -5.1386 4.2770 -8.0829
C18 -4.2639 3.2561 -7.3537
C19 -3.0224 2.7958 -8.1239
C20 -3.3014 2.1735 -9.4926
C21 -4.1364 0.9019 -9.4169
H25 -3.5630 5.4451 -9.0318
H26 -5.0995 6.2915 -8.8573
H27 -4.0676 6.0507 -7.4431
H28 -5.5217 3.8558 -9.0158
H29 -6.0140 4.4886 -7.4607
H30 -4.8779 2.3866 -7.0960
H31 -3.9364 3.6861 -6.3998
H32 -2.4838 2.0670 -7.5062
H33 -2.3394 3.6409 -8.2546
H34 -2.3433 1.9323 -9.9643
H35 -3.7915 2.8969 -10.1515
H36 -3.6411 0.1461 -8.8015
H37 -4.2763 0.4826 -10.4159
H38 -5.1273 1.0926 -8.9986
C22 3.4393 1.1591 5.8565
C23 3.5403 2.2426 4.7896
C24 4.9693 2.4704 4.2947
C25 5.9561 2.9570 5.3601
C26 5.5645 4.2597 6.0589
C27 5.4824 5.4499 5.1120
H39 3.9980 1.4245 6.7569
H40 2.3949 1.0131 6.1474
H41 3.8201 0.2049 5.4817
H42 3.1132 3.1739 5.1691
H43 2.9212 1.9485 3.9345
H44 4.9449 3.1842 3.4653
H45 5.3533 1.5331 3.8735
H46 6.9361 3.0884 4.8880
H47 6.0902 2.1779 6.1173
H48 6.3131 4.4780 6.8270
H49 4.6123 4.1427 6.5863
H50 6.4386 5.6154 4.6097
H51 5.2333 6.3570 5.6674
H52 4.7122 5.3089 4.3501

Cartesian forces, eV/Å:
C 1.14 0.21 -0.11
C -0.59 0.62 1.50
N -1.33 -1.40 -0.49
C -0.28 0.15 -1.55
C 0.60 -0.59 0.03
O -1.31 0.71 0.79
C -2.00 1.43 -0.81
O 2.27 -0.05 0.78
C 1.95 -0.04 0.26
C 0.06 0.27 -0.97
C -0.09 0.73 1.68
N -0.59 -3.03 0.14
C 1.93 -0.01 -0.41
P -0.22 2.30 -0.16
N -0.38 -1.77 -0.30
C -2.02 -0.38 -1.52
S 3.20 -2.25 3.37
C 0.18 -0.30 -1.05
O -1.35 1.89 -2.08
O -0.97 -0.01 -2.50
C 1.37 -1.28 2.16
C -0.56 1.46 0.47
Br -0.68 0.94 -1.39
C 0.62 -1.27 0.65
C -0.51 0.94 -0.95
Br 0.47 -0.86 0.89
N 1.20 0.66 -2.84
H 0.48 1.79 -0.72
H -1.17 0.27 0.37
H 0.31 -1.28 0.57
H 1.20 0.03 -0.15
H -0.69 1.35 0.39
H -1.15 -0.18 -0.81
H 0.73 -1.15 -0.54
H 0.17 -1.48 0.44
H 0.51 0.58 1.30
H -1.34 -0.06 0.58
H 0.35 -0.37 0.13
H -0.41 0.37 1.36
H -0.73 -0.61 0.50
H 0.40 -0.60 -0.48
H 0.20 0.70 0.18
H 0.18 1.00 1.15
H 0.51 -0.39 1.28
H -1.28 -0.31 -0.47
H -0.94 1.04 0.87
H -0.04 1.54 0.09
H -1.27 -0.14 -0.41
H 0.29 -1.47 -0.47
H 1.15 0.39 -0.52
H 0.46 -0.08 -0.20
C -0.09 0.04 -0.14
C 0.04 0.04 0.18
C -0.04 -0.10 0.00
C 0.00 0.12 -0.04
C 0.11 -0.08 0.08
C -0.08 0.03 -0.17
H -0.03 0.04 0.06
H 0.09 0.02 0.03
H 0.03 -0.02 -0.05
H 0.01 -0.04 0.01
H 0.01 -0.06 -0.05
H 0.03 0.01 -0.01
H -0.03 0.02 -0.04
H 0.01 0.00 -0.04
H -0.03 -0.02 0.04
H -0.05 0.07 0.00
H 0.03 0.00 0.07
H -0.04 0.01 0.02
H -0.02 -0.04 0.09
H 0.04 -0.04 0.00
C -0.10 0.08 0.03
C 0.11 -0.19 -0.04
C -0.01 0.11 -0.06
C -0.02 -0.08 0.09
C 0.13 0.00 -0.04
C -0.11 0.09 0.09
H -0.03 -0.06 -0.05
H 0.04 -0.06 0.05
H 0.02 0.01 0.08
H 0.01 0.02 -0.06
H -0.02 0.18 -0.01
H 0.02 -0.03 0.04
H -0.02 0.01 0.01
H -0.04 0.01 0.03
H 0.00 0.00 -0.04
H -0.07 -0.06 -0.01
H 0.04 -0.04 -0.02
H -0.05 -0.01 -0.02
H 0.03 -0.01 -0.09
H 0.05 0.03 0.00

Its net charge is +1. The calculation puts the HOMO energy at -11.46 eV. The HOMO-LUMO gap comes out at 6.98 eV.